{
  "formula": "C2H5OS",
  "method": "ωB97M-V/def2-TZVPD",
  "symbols": ["S", "H", "C", "C", "O", "H", "H", "H", "H"],
  "coordinates": [[0.98873, 2.86919, -0.87247], [1.65070, 3.75530, -0.11695], [-0.73723, -1.89609, 0.08744], [-0.34749, -0.66648, 0.40675], [0.81584, -0.12738, -0.00752], [-1.70803, -2.22227, 0.45608], [-0.33449, -2.46747, -0.73503], [-0.95674, -0.05604, 1.07700], [0.62872, 0.81125, -0.29530]],
  "nbo_charge": [-1.02, 0.10, -0.57, 0.18, -0.73, 0.18, 0.19, 0.15, 0.52],
  "relative_energy_ev": 0.378,
  "total_energy_ha": -552.64348,
  "gap_ev": 7.105,
  "largest_force_ha_per_bohr": 0.0224,
  "e_homo_ha": -0.1115,
  "total_charge": -1
}